81
Properties=species:S:1:pos:R:3:forces:R:3 method="wB97M-V/def2-TZVPD" largest_force_ev_per_a=3.71 homo_ev=-7.0 e_lumo_ev=-0.1 total_energy_ev=-204777.2925 gap_ev=6.92 e_above_lowest_kcal_mol=4.3
Sr 0.3399 -2.1220 -0.8951 0.19 0.30 -0.83
S 0.1201 -2.9410 1.8128 -0.57 0.23 0.77
C -1.5272 -2.6098 1.4662 -1.34 0.08 -2.07
N -1.9227 -2.0637 0.2740 -0.29 -0.74 0.67
C -3.3192 -2.1497 0.0008 0.61 -0.72 3.59
C -4.1027 -1.7801 -1.0854 1.42 0.93 -0.50
C -5.4850 -1.9260 -1.0453 1.51 0.10 -0.57
C -6.0568 -2.4847 0.0541 -0.76 -0.41 0.80
C -5.3399 -2.8531 1.1746 -0.15 -0.78 1.36
C -3.9725 -2.6875 1.1889 -0.77 0.36 -2.12
S -2.9483 -3.2078 2.4401 1.84 0.65 -0.42
H -3.5857 -1.3004 -1.9417 -0.59 -0.41 0.59
H -6.0211 -1.6322 -1.9223 -0.54 0.06 -0.20
H -7.0947 -2.6874 0.0721 -1.01 0.00 -0.08
H -5.8194 -3.3432 2.0690 0.28 0.68 -1.18
O 1.3754 -0.2311 -2.4100 -1.04 0.53 -1.61
C 1.5076 0.2361 -3.8067 -0.69 0.08 0.93
C 0.2593 1.0276 -4.2517 -0.29 -0.03 0.89
C -1.0999 0.6035 -3.6451 0.61 -0.71 0.52
C -1.5125 -0.8102 -4.0693 0.14 0.32 -0.41
C -2.0398 -1.0620 -5.3627 0.11 -0.73 1.97
C -2.6667 -2.2871 -5.5431 1.01 -0.26 0.46
C -2.6906 -3.2546 -4.5142 -0.55 0.71 0.27
C -2.0612 -2.9267 -3.3244 0.66 -0.57 -0.01
N -1.3747 -1.7808 -3.1449 -1.12 0.42 0.04
H 2.1504 -0.0616 -1.8954 1.08 0.11 0.35
H 1.6965 -0.6478 -4.4072 -0.01 -0.04 -0.15
H 2.3175 0.9614 -3.9140 0.31 -0.48 0.24
H 0.2033 1.0296 -5.3322 0.07 -0.06 -0.36
H 0.4097 2.0590 -3.9411 0.05 0.21 -0.05
H -1.8737 1.3788 -3.9120 0.67 -0.99 0.32
H -0.9694 0.5242 -2.5269 -0.35 0.50 -1.11
H -1.9429 -0.3225 -6.1374 -0.27 0.16 -0.14
H -3.0138 -2.4785 -6.5242 -0.70 -0.49 -0.69
H -3.2670 -4.1853 -4.5252 0.31 0.41 -0.46
H -2.0923 -3.6414 -2.4638 0.21 0.65 -0.82
C -2.4120 2.8993 5.6081 -0.02 0.69 -0.13
As -1.8100 2.4137 3.7568 -0.16 -0.16 1.59
C -1.0733 0.6186 4.2238 0.50 0.89 -0.13
C -0.1692 3.4635 3.8408 0.56 -0.95 -0.80
C 0.6285 3.5364 4.9939 0.57 1.58 -1.03
C 1.7528 4.3746 4.9863 -0.38 -0.61 -1.22
C 2.1913 4.9093 3.7564 0.11 -0.10 0.69
C 1.5139 4.6543 2.5867 -1.20 0.23 0.00
C 0.2932 3.9606 2.6081 -0.02 -0.01 0.14
As -0.6568 3.4906 0.8803 1.39 0.88 0.00
C -1.0317 5.3461 0.2392 -0.81 0.58 -1.03
C 1.0864 3.2881 -0.1456 -0.22 0.64 0.45
H -3.2175 2.2323 5.8700 -0.52 -0.12 0.01
H -2.7815 3.9548 5.6111 0.22 -0.87 -0.04
H -1.6772 2.7960 6.4190 0.08 0.02 -0.49
H -0.4491 0.6258 5.1465 -0.59 -0.07 -0.65
H -0.4828 0.2993 3.3645 0.14 -0.10 0.11
H -1.9324 -0.0278 4.2712 -0.22 -0.43 0.36
H 0.3923 3.0094 5.8867 -0.43 -0.20 0.57
H 2.2835 4.5545 5.8983 0.37 0.03 0.27
H 3.0892 5.5063 3.6657 0.04 0.09 0.39
H 1.8210 5.1484 1.6772 0.32 -0.19 -0.16
H -0.1400 6.0012 0.2369 -0.37 -0.40 0.27
H -1.8447 5.8131 0.8426 0.69 -0.37 -0.25
H -1.4239 5.3665 -0.8364 0.55 -0.39 1.38
H 1.5812 4.2653 -0.3496 -0.61 -0.63 -0.15
H 0.8246 2.7430 -1.0477 0.26 0.09 -0.26
H 1.8157 2.7268 0.4406 -0.24 -0.23 0.02
I 3.5067 -6.0001 -3.1280 0.18 0.42 0.41
C 4.1306 -4.5448 -1.7235 -1.43 1.06 0.15
C 5.4224 -4.5679 -1.2567 0.38 0.63 0.87
C 5.7805 -3.6194 -0.2718 0.77 -2.01 -0.74
I 7.7550 -3.7819 0.4985 -0.44 0.04 -0.14
C 4.8790 -2.6918 0.1996 -0.32 1.11 0.12
C 5.2222 -1.7926 1.2519 -2.12 1.08 0.26
C 4.3825 -0.6879 1.4933 2.66 -0.57 0.83
C 3.3060 -0.4485 0.6689 -1.70 -0.50 -0.44
N 2.9069 -1.3276 -0.2375 -0.81 -0.91 0.35
C 3.5725 -2.5231 -0.4077 1.39 0.75 -0.26
C 3.1087 -3.5527 -1.3102 0.81 -2.54 -0.84
O 1.9119 -3.7689 -1.7206 0.10 1.44 0.35
H 6.1274 -5.3412 -1.5907 -0.32 0.53 0.14
H 6.0117 -2.0901 1.9297 0.23 0.47 -0.19
H 4.6386 0.0615 2.2622 -0.22 -0.68 -0.30
H 2.5862 0.3651 0.8997 0.79 -0.25 -0.48